No. 1
A 7-piece molecular cluster, C23H39N5O16 overall at a distorted geometry. Source: OMol25; level of theory: ωB97M-V with the def2-TZVPD basis set.

- largest force on an atom (hartree/bohr) = 0.0809
- structure (SMILES) = O=C1C=C(O)C(=O)C=C1O.O=C1C=C(O)C(=O)C=C1O.C[N+](=O)[O-].C[N+](=O)[O-].C[N+](=O)[O-].COC[C@H](C)N.COC[C@H](C)N
- LUMO level (eV) = -2.178
- electronic energy (eV) = -64679.9201
- Kohn-Sham gap (eV) = 7.219
- energy relative to the best compared isomer or geometry (same formula, charge and spin) (eV) = 2.301

```
83
Properties=species:S:1:pos:R:3:forces:R:3:mulliken_charge:R:1
H -2.855 1.786 -0.606 -0.4 -0.8 -0.5 0.0977
N -0.523 0.251 -0.074 -0.2 -0.6 -1.7 0.9457
C -1.578 1.090 3.851 0.9 -0.4 0.4 0.7218
O -4.858 1.462 -2.305 -0.4 1.4 3.4 -0.5080
H 6.999 -1.305 5.164 -0.9 1.2 0.1 0.3308
H 2.870 -2.039 2.494 -0.1 -0.3 0.3 0.2479
N 5.441 1.418 -4.213 -1.4 0.3 -0.3 -0.8048
C 3.402 -0.211 3.307 -2.2 0.5 1.6 0.2783
H -0.224 -1.866 -0.021 0.0 0.5 -0.2 0.3895
C -4.850 -1.917 -5.271 -1.8 0.2 -0.4 -0.9696
H 0.138 -0.242 6.716 -0.5 -0.4 -0.1 0.4403
C -1.093 0.053 4.898 0.6 -0.5 0.7 0.4356
O -2.148 0.731 2.827 0.5 0.4 1.3 -0.5264
C -2.799 -1.977 -6.712 1.4 -0.2 0.1 0.6266
H 5.236 1.363 -3.226 1.2 -0.5 0.7 0.4479
H 3.324 1.807 3.416 -0.7 0.9 0.6 0.4737
O -5.060 -1.691 -7.590 -0.6 0.1 0.7 -0.5204
H 5.980 -2.733 5.337 -0.9 0.3 0.2 0.3378
O 0.289 1.968 7.565 -1.4 1.7 -3.5 -0.6063
H -6.086 -1.597 1.133 -0.1 0.7 -0.2 0.3820
N 2.416 -1.285 2.989 1.2 0.6 -1.2 -0.4308
O -3.212 -2.112 0.148 -0.7 0.1 0.2 -0.4748
O -2.269 -2.065 -7.825 -1.5 0.3 1.6 -0.6048
H -2.621 -1.920 -2.505 0.2 -0.2 1.5 0.1517
H 2.052 1.775 -3.795 -0.1 0.2 0.1 0.4582
H -5.441 -1.014 -0.473 0.2 -0.6 -0.1 0.2150
C -0.363 -1.031 0.666 0.2 -0.1 0.7 -0.0787
C 4.141 2.030 -4.518 -1.5 0.0 1.3 0.4171
H -1.664 -1.356 3.673 -0.3 0.4 -0.4 0.2905
H 2.716 0.319 -4.499 0.2 -0.4 0.1 0.3243
C -0.386 0.420 6.044 -1.4 -0.4 -2.8 -0.6115
H 4.076 -0.898 5.327 -0.6 -0.9 -0.2 0.4094
H 7.086 -2.524 4.098 -0.3 -0.1 -0.8 0.3112
H 4.743 2.671 -6.468 -0.1 0.4 0.1 0.3610
H -1.500 3.275 3.521 0.2 0.0 -0.2 0.4720
C -0.189 1.834 6.399 1.1 -3.1 2.6 0.5555
H 1.782 -1.615 3.701 0.5 0.2 0.4 0.1762
O -6.048 2.286 -0.612 0.7 -0.3 -1.1 -0.5192
H -5.966 -2.779 0.000 0.2 0.2 -1.1 0.3113
H -3.739 2.834 0.357 -0.8 0.1 -0.1 0.3492
C -5.493 -1.829 0.249 -1.6 -0.3 1.4 -0.8334
H 5.271 0.474 -4.529 0.7 -0.7 -0.1 0.3033
C 6.316 -1.970 4.635 0.8 -1.1 -1.3 -0.8953
C 3.875 2.254 -5.956 0.1 -0.7 -1.6 -1.5813
H -1.316 -1.216 1.163 0.1 0.2 0.1 -0.2013
O -1.924 -2.000 -3.161 -1.0 -0.2 -0.1 -0.3578
C 2.955 1.169 -3.860 1.4 1.2 -0.1 -0.6984
H 5.084 0.247 4.697 -0.1 0.9 -0.4 0.4156
O -4.212 -2.617 1.962 -0.2 -0.6 1.8 -0.5789
C -0.537 2.801 5.322 0.0 1.4 0.8 0.3487
H -4.003 1.140 0.657 -0.2 -0.2 -0.5 0.1837
C -4.303 -1.833 -6.498 0.4 -0.4 -0.7 0.4386
O 5.323 -1.464 3.689 1.5 -1.1 2.2 -0.3119
H 2.328 1.075 4.789 0.3 0.2 0.1 0.1714
O -4.556 -2.747 -3.020 0.4 1.6 -2.0 -0.6150
H -0.971 -1.931 -5.445 0.0 0.0 -0.1 0.5025
H 0.477 -0.948 1.355 -0.1 0.1 0.1 -0.0140
H -5.922 -1.853 -5.158 -0.2 -0.1 -0.2 0.3991
C -4.135 -2.236 -4.083 0.1 -1.6 1.3 0.6344
C -2.050 -1.973 -5.430 -0.5 -0.3 -1.7 -0.7480
N -4.225 -2.211 0.848 2.2 0.6 -2.3 0.9490
O -0.176 4.083 5.644 -0.7 -0.4 -1.1 -0.5146
H -4.609 -1.894 -8.413 0.8 0.0 -0.1 0.3427
H 4.140 2.983 -3.988 -0.1 0.2 0.0 0.3161
H -0.504 4.256 6.529 0.3 0.1 0.5 0.3380
O -1.115 0.081 -1.168 1.0 1.5 2.0 -0.4226
C 2.587 1.067 3.730 1.2 -1.0 -0.5 -0.9605
C -1.167 2.480 4.171 -0.2 -0.1 0.6 -0.8248
O -0.058 1.301 0.376 -1.0 -1.5 -0.8 -0.5291
N -5.005 1.909 -1.123 0.5 -1.3 -1.0 0.8558
H 1.657 1.152 3.167 0.2 0.0 -0.2 0.0672
C -2.683 -2.083 -4.262 2.3 0.7 0.2 0.7292
H 1.520 0.026 -2.149 -0.2 0.1 -0.1 0.3589
C 4.452 -0.574 4.356 0.4 0.6 -0.4 -0.8336
C -3.836 1.867 -0.137 0.8 0.9 -0.3 -0.4637
C 2.326 0.595 -1.686 -0.8 -0.8 1.5 -0.8930
H 2.964 2.786 -6.229 0.1 0.4 0.4 0.3753
O 3.391 0.767 -2.546 0.1 0.5 -1.3 -0.3953
H 3.977 0.129 2.446 -0.3 -0.8 -0.4 0.2185
O -1.351 -1.254 4.575 0.8 1.1 1.2 -0.5680
H 1.933 1.474 -1.176 -0.1 0.7 -0.8 0.3791
H 2.635 0.030 -0.806 0.5 -0.5 -0.1 0.2622
H 3.720 1.294 -6.448 0.1 -0.4 -0.1 0.3486
```
Positions in Å, forces in eV/Å.


No. 2
A 2-piece molecular cluster, C23H39NO2 overall at a distorted geometry. Source: OMol25; level of theory: ωB97M-V with the def2-TZVPD basis set.

- largest force on an atom (hartree/bohr) = 0.3277
- LUMO level (eV) = 0.557
- electronic energy (eV) = -30049.8550
- Kohn-Sham gap (eV) = 9.334
- energy relative to the best compared isomer or geometry (same formula, charge and spin) (eV) = 21.019

```
65
Properties=species:S:1:pos:R:3:forces:R:3:mulliken_charge:R:1
H -6.258 -2.739 -3.299 0.3 -0.1 1.9 0.2986
C 5.269 2.295 0.768 5.0 -4.6 3.3 -1.6050
H 2.368 1.619 0.591 -4.1 8.3 4.0 1.4183
H 3.986 2.066 3.456 0.8 1.0 -0.8 0.5529
C -2.033 0.731 -2.983 -1.7 9.4 3.7 0.0341
N -1.357 1.022 -1.647 -2.7 -4.4 -0.6 -0.2644
H -6.381 -3.702 -1.522 -0.4 1.7 -2.0 0.3468
O 0.174 -1.740 1.300 5.3 -0.4 1.4 -0.4216
H -0.403 2.061 -4.000 1.2 -0.7 -0.4 0.4041
C 0.253 0.092 -0.037 1.1 4.0 -2.0 0.2223
H -1.852 0.026 -3.593 1.9 -6.5 -3.1 0.6464
H -2.014 1.987 -4.834 0.0 -0.3 -1.5 0.4562
C 5.708 0.018 3.306 -5.5 -0.9 15.9 -0.6588
C -1.451 1.952 -3.940 -3.6 2.1 3.5 -1.6134
H -4.799 -1.808 0.018 11.6 -2.6 -0.2 0.8763
C -3.640 0.757 -2.738 5.8 11.5 -8.6 -0.7198
H 1.014 0.237 2.789 0.0 1.1 -1.1 0.4649
C 3.731 0.165 1.246 -0.8 12.5 1.0 -0.4796
C 4.291 -0.501 3.501 0.5 -5.4 0.6 -0.3546
H 0.136 1.185 0.207 -0.4 -1.0 0.4 0.1604
O -1.664 -1.440 0.429 1.6 4.6 0.4 -0.7068
H 3.253 1.074 -0.503 3.9 1.5 -7.3 0.8712
C -5.662 -1.587 0.090 -7.8 -0.1 1.6 -2.7530
C 4.987 1.044 1.231 2.1 0.1 1.2 0.5281
H -3.620 -0.770 -1.407 -0.1 0.4 0.6 0.0582
H -5.937 0.681 -1.556 0.6 -1.8 -0.8 0.3042
H -7.313 -1.518 -1.399 1.4 1.1 1.5 0.2697
H 2.284 -2.081 1.352 2.4 -3.9 -0.5 0.8987
H 4.073 -0.663 1.056 2.9 -9.1 -3.2 1.3645
H 3.929 -0.465 4.574 0.7 -0.5 -1.1 0.4047
H -4.011 -1.393 -3.141 0.1 2.8 2.3 0.1147
H -6.187 -2.346 0.512 -1.3 -2.6 1.8 0.6550
C 2.787 0.871 0.277 -0.6 -11.5 4.3 -4.1464
H -5.880 -0.799 0.628 -0.4 4.3 3.1 0.5367
C 3.318 0.131 2.664 -5.7 3.2 0.8 1.1278
C -6.183 -1.431 -1.154 -3.6 -2.6 -11.1 0.8317
H 2.832 1.385 4.380 -1.1 0.9 -2.4 0.3803
H -2.059 0.529 -1.047 0.7 0.7 0.1 0.2053
C 1.762 -0.220 0.153 -1.8 -4.5 -3.8 1.4414
C -5.602 -0.394 -2.079 -0.6 4.2 8.7 -1.7415
C -0.165 0.144 -1.535 2.0 4.3 -0.3 -1.2356
H 2.025 -0.846 -0.866 -0.4 1.3 2.2 0.2103
C -0.545 -0.846 0.699 -4.9 -6.6 -2.2 0.6080
H 2.387 2.207 2.541 0.4 -0.4 1.4 0.2746
C 1.658 -1.325 1.258 -4.8 6.4 4.1 -0.8484
H -3.880 1.800 -2.259 0.3 -1.7 -0.6 0.1923
C 1.803 -0.498 2.705 2.6 1.0 -4.9 -1.9351
H 1.512 -0.938 3.556 0.0 -3.1 3.1 0.7845
H -4.853 -3.286 -2.020 -2.0 1.7 -1.2 0.2345
H 0.501 1.004 -1.962 0.3 -2.2 0.5 0.3046
H -6.056 -0.271 -2.906 -3.3 0.2 -6.2 0.7916
C 5.994 0.226 2.102 8.3 4.7 -13.6 -0.5906
H 6.251 -0.578 4.055 0.9 -0.3 -1.2 0.3878
H 6.356 -0.684 1.567 -0.6 0.3 -0.1 0.2412
H 5.599 0.925 3.975 0.6 0.0 -1.0 0.2931
H -0.017 -0.732 -2.183 -0.6 -0.1 0.6 0.2837
C -5.959 -2.812 -2.195 2.2 -2.5 3.9 -1.1474
H 6.292 2.825 0.765 -1.3 -1.5 0.8 0.2377
H -1.757 3.022 -3.475 0.5 -2.4 -0.5 0.2646
H 7.043 0.893 2.117 -2.2 -1.5 -0.5 0.2499
H 4.358 -1.718 3.063 -0.4 2.8 1.6 0.2730
H 4.702 2.875 0.269 -4.8 3.5 -3.5 0.5249
C -4.189 -0.264 -2.189 -1.1 -13.0 0.7 0.5705
C 3.044 1.623 3.234 0.5 -2.5 1.8 -1.5755
H -3.950 0.921 -3.964 0.1 -0.2 3.3 0.1968
```
Positions in Å, forces in eV/Å.


No. 3
C23H40F9IrNO3SSi3 as an isolated structure. Source: OMol25; level of theory: ωB97M-V with the def2-TZVPD basis set.

- largest force on an atom (hartree/bohr) = 0.0139
- LUMO level (alpha / beta) (eV) = 4.689 / 4.669
- electronic energy (eV) = -93898.3913
- multiplicity = 6
- Kohn-Sham gap (alpha / beta) (eV) = 4.167 / 6.818
- charge = -2

```
81
Properties=species:S:1:pos:R:3:forces:R:3:mulliken_charge:R:1
F 3.525 2.685 2.767 0.0 -0.1 0.1 -0.2919
C 4.491 -1.886 -1.557 0.0 0.0 0.0 -1.9679
H 3.354 -3.999 -0.325 0.0 0.0 0.0 0.4728
H 0.693 1.811 -4.656 0.0 0.0 0.0 0.3151
C -1.612 -5.605 0.608 0.0 0.0 0.0 -0.6009
O -0.671 -1.628 1.040 0.0 -0.1 0.1 -0.4771
H -0.661 1.796 3.103 0.0 0.0 0.0 0.2383
C 0.000 4.038 -2.850 0.0 -0.1 0.0 -1.3102
H -4.381 0.183 -1.628 0.0 0.0 0.0 0.3601
H -3.105 -0.759 -0.825 0.0 0.0 0.1 0.1854
C 4.466 0.145 2.114 0.1 0.0 0.0 0.3664
H 5.219 -2.558 -1.091 0.0 0.0 0.0 0.4278
H -3.541 2.650 1.318 0.0 0.0 0.0 0.3509
O -0.868 0.964 1.225 0.1 0.2 -0.2 0.1649
H -0.792 3.962 -3.597 0.0 0.0 0.0 0.2554
C -3.351 2.073 0.408 0.0 0.0 -0.1 -1.4047
H -0.674 -0.900 -3.917 0.0 0.0 0.0 0.2693
H -2.167 0.873 2.824 0.0 0.0 0.0 0.3496
H -3.902 2.549 -0.404 0.0 0.0 -0.1 0.3206
H -1.426 4.526 0.024 0.0 0.0 0.0 0.3398
Ir 0.336 -0.512 -0.407 -0.3 -0.2 -0.6 1.9965
H -0.355 4.683 -2.047 0.0 0.0 0.1 0.2806
H -1.581 -5.164 -1.536 0.0 0.0 0.0 0.3563
H -1.132 0.500 -4.893 0.0 0.0 0.0 0.3207
H 0.855 4.534 -3.320 0.0 0.0 0.0 0.3572
C -1.093 0.920 2.610 0.0 0.0 0.1 -0.9472
H 1.989 2.060 -0.142 0.0 0.0 0.0 -0.4489
H -3.942 1.670 -4.074 0.0 0.0 0.0 0.3494
H 2.923 2.576 -1.537 0.0 0.0 0.0 0.4721
C 2.188 -0.896 -1.420 0.1 0.1 0.2 -1.2355
C -1.485 -0.211 -4.145 0.0 0.0 0.1 -1.2520
S -0.738 -2.407 -1.771 0.0 0.1 0.1 -0.5493
H -3.635 2.754 -2.714 0.0 0.0 0.1 0.2577
F 5.368 0.631 3.010 -0.1 0.0 0.0 -0.3374
F 3.439 -1.148 4.388 0.0 0.0 -0.1 -0.3456
O 2.146 0.497 1.484 0.2 -0.1 0.0 -0.4651
F 3.423 1.576 4.637 0.0 0.0 -0.2 -0.3203
H 1.929 -1.192 -2.442 0.0 0.0 0.0 0.6265
H -1.531 -5.594 2.778 0.0 0.0 0.0 0.3396
C 2.936 0.365 2.515 -0.1 0.2 0.0 0.9799
H 3.351 -1.579 0.219 0.0 0.0 0.0 -1.0420
H -0.616 0.022 2.993 0.0 0.1 0.0 -0.0566
F 1.376 -0.570 4.093 0.1 0.0 0.0 -0.2694
C -1.386 -5.026 1.866 0.0 0.0 0.0 -0.5755
H 4.346 -2.210 -2.592 0.0 0.0 0.0 0.3883
C -1.419 -4.781 -0.537 0.0 0.0 0.0 -0.5454
F 4.730 0.739 0.949 0.0 0.0 0.0 -0.2498
H 1.713 -3.373 -0.121 0.0 0.0 0.0 0.0681
C 1.292 1.558 -3.780 0.0 0.0 0.0 -1.3170
C -3.457 -0.378 -1.782 0.0 0.0 0.0 -0.9953
C 3.156 -1.898 -0.804 0.1 0.0 0.1 2.5535
H 1.916 3.739 -0.690 0.0 0.0 0.0 0.5232
H 2.676 0.086 -1.454 0.0 0.0 0.0 0.0166
H -1.243 3.909 1.665 0.0 0.0 0.0 0.4016
H 4.918 -0.882 -1.576 0.0 0.0 0.0 0.3862
H 2.293 1.970 -3.931 0.0 0.0 0.0 0.4386
H -1.942 -6.630 0.510 0.0 0.0 0.0 0.3234
C 1.964 2.701 -1.027 0.0 0.0 0.0 -0.3207
H 2.329 -3.676 -1.738 0.0 0.0 0.0 0.3176
H -3.756 1.073 0.550 0.0 -0.1 0.0 0.3139
C -0.938 3.756 0.626 -0.1 0.0 -0.1 -1.4617
F 4.783 -1.161 1.966 -0.1 0.1 0.0 -0.2919
F 1.620 2.092 3.575 0.1 -0.1 0.0 -0.1509
H -2.522 2.715 -4.080 0.0 0.0 0.0 0.2583
H 0.138 3.898 0.569 0.1 0.0 0.0 0.3029
Si 0.543 2.324 -2.218 0.0 0.0 0.0 0.4290
C -0.998 -3.481 -0.429 0.0 0.0 0.1 0.3888
C -0.962 -3.735 1.979 0.0 0.0 -0.1 -0.8164
H -2.298 -0.792 -4.588 0.0 0.0 0.0 0.4241
C -3.157 2.097 -3.442 0.1 0.0 0.0 -1.3349
C -0.835 1.324 -1.469 -0.1 0.0 0.1 -0.1824
H -0.735 -3.230 2.903 0.0 0.0 0.0 0.4540
C 2.606 -3.318 -0.743 0.0 0.0 0.0 -1.5140
Si -1.485 2.029 0.098 0.1 -0.2 0.1 0.6210
Si -2.145 0.695 -2.624 0.1 0.0 0.0 0.5051
H -3.678 -1.251 -2.399 0.0 0.0 0.0 0.4088
F 2.313 -1.943 2.716 0.0 0.1 0.0 -0.1800
C 2.881 1.676 3.392 0.0 0.1 0.1 0.2244
H 1.380 0.476 -3.728 0.0 -0.1 0.0 0.2025
C 2.520 -0.837 3.429 0.0 -0.1 0.2 0.3168
N -0.701 -2.983 0.834 0.0 0.1 0.0 0.2385
```
Positions in Å, forces in eV/Å.


Q: Which of these has the highest electronic energy?
A: C23H39NO2


Q: What is the formula in the first record?
A: C23H39N5O16


Q: Among the records above, which one has the lowest largest force on an atom?
A: C23H40F9IrNO3SSi3


Q: Number 1 is which compound?
A: C23H39N5O16